A cluster of 13 separate species, C26H30BCl50P in total at a distorted geometry, computed with wB97M-V/def2-TZVPD.

Each line ends with the Löwdin charge.
Positions of all 108 atoms, in Å:
C (-2.327, -0.663, 4.226)  -0.102
C (-2.402, -0.463, 2.704)  -0.277
C (-1.679, -1.637, 2.000)  -0.210
C (-2.223, -1.902, 0.598)  -0.219
C (-1.700, -0.942, -0.480)  -0.204
C (-0.207, -1.214, -0.758)  -0.237
C (0.302, -0.447, -2.004)  -0.161
B (1.569, 0.482, -1.754)  -0.522
C (1.657, 1.856, -2.570)  -0.681
Cl (2.828, 1.662, -3.925)  0.593
C (1.956, 3.094, -1.747)  -0.729
C (0.854, 3.341, -0.713)  -0.104
Cl (1.933, 4.547, -2.862)  0.575
P (2.826, -0.162, -0.537)  1.059
C (4.250, 0.981, -0.213)  -0.396
C (3.840, 2.029, 0.862)  -0.190
C (3.329, -1.897, -0.990)  -0.416
C (4.840, -2.192, -1.009)  -0.158
H (-3.159, -1.291, 4.538)  0.069
H (-2.313, 0.279, 4.766)  0.059
H (-1.412, -1.204, 4.463)  0.063
H (-3.425, -0.468, 2.333)  0.078
H (-1.867, 0.431, 2.397)  0.032
H (-0.614, -1.400, 2.007)  0.105
H (-1.787, -2.554, 2.581)  0.107
H (-1.953, -2.916, 0.292)  0.109
H (-3.312, -1.848, 0.599)  0.036
H (-1.734, 0.082, -0.101)  0.093
H (-2.246, -1.029, -1.417)  0.109
H (0.327, -0.939, 0.143)  0.060
H (-0.099, -2.280, -0.957)  0.072
H (-0.496, 0.149, -2.449)  0.100
H (0.617, -1.163, -2.769)  0.044
H (0.700, 2.045, -3.048)  0.084
H (2.951, 3.103, -1.318)  0.035
H (0.790, 4.410, -0.551)  0.063
H (-0.088, 3.026, -1.162)  0.086
H (1.034, 2.795, 0.209)  0.068
H (5.129, 0.473, 0.174)  0.055
H (4.564, 1.488, -1.124)  0.049
H (4.452, 1.909, 1.753)  0.061
H (3.967, 3.048, 0.507)  -0.005
H (2.818, 1.849, 1.181)  0.019
H (2.801, -2.595, -0.346)  0.044
H (2.943, -2.089, -1.988)  0.044
H (5.456, -1.449, -0.515)  0.038
H (5.012, -3.130, -0.484)  0.052
H (5.178, -2.362, -2.025)  0.071
C (4.326, -3.353, 3.305)  -2.015
Cl (4.139, -1.943, 2.247)  0.534
Cl (5.965, -3.387, 3.962)  0.541
Cl (3.162, -3.273, 4.629)  0.531
Cl (4.037, -4.814, 2.354)  0.507
C (1.892, 1.379, 4.912)  -2.039
Cl (0.539, 2.059, 3.995)  0.521
Cl (1.275, 0.559, 6.351)  0.530
Cl (2.757, 0.221, 3.898)  0.486
Cl (2.988, 2.680, 5.394)  0.531
C (-4.576, 2.696, 0.826)  -2.033
Cl (-4.780, 4.086, -0.246)  0.536
Cl (-2.924, 2.660, 1.450)  0.552
Cl (-5.714, 2.815, 2.172)  0.500
Cl (-4.879, 1.203, -0.069)  0.525
C (6.053, 5.037, -2.453)  -2.025
Cl (7.811, 5.215, -2.445)  0.490
Cl (5.308, 6.598, -2.812)  0.526
Cl (5.573, 3.857, -3.673)  0.521
Cl (5.515, 4.483, -0.857)  0.573
C (0.605, -3.860, -4.740)  -2.034
Cl (1.580, -2.410, -5.001)  0.529
Cl (1.359, -5.237, -5.550)  0.541
Cl (0.492, -4.182, -3.004)  0.530
Cl (-1.015, -3.601, -5.390)  0.540
C (2.769, 1.369, -8.183)  -2.053
Cl (4.348, 2.149, -8.028)  0.522
Cl (1.496, 2.583, -8.031)  0.527
Cl (2.651, 0.583, -9.763)  0.523
Cl (2.585, 0.165, -6.906)  0.471
C (10.860, 7.831, -1.720)  -2.049
Cl (10.882, 6.128, -2.208)  0.495
Cl (9.200, 8.427, -1.672)  0.516
Cl (11.588, 7.986, -0.118)  0.524
Cl (11.792, 8.780, -2.884)  0.524
C (1.994, -7.789, 0.486)  -2.049
Cl (1.948, -6.335, -0.520)  0.493
Cl (3.597, -7.935, 1.216)  0.513
Cl (0.774, -7.662, 1.758)  0.528
Cl (1.657, -9.200, -0.515)  0.513
C (-6.585, -3.107, 0.374)  -2.047
Cl (-6.576, -4.824, -0.039)  0.528
Cl (-8.251, -2.555, 0.577)  0.529
Cl (-5.695, -2.856, 1.880)  0.537
Cl (-5.816, -2.186, -0.925)  0.518
C (-9.369, 4.606, 3.731)  -2.039
Cl (-8.534, 3.049, 3.655)  0.498
Cl (-9.977, 4.866, 5.370)  0.514
Cl (-8.239, 5.896, 3.308)  0.528
Cl (-10.717, 4.605, 2.591)  0.508
C (-14.235, 4.670, 5.135)  -2.054
Cl (-13.279, 6.114, 4.784)  0.502
Cl (-13.579, 3.292, 4.243)  0.506
Cl (-14.170, 4.330, 6.868)  0.521
Cl (-15.912, 4.943, 4.649)  0.524
C (-2.517, -10.050, -1.377)  -2.056
Cl (-1.426, -8.677, -1.576)  0.495
Cl (-1.894, -11.430, -2.290)  0.522
Cl (-2.616, -10.475, 0.335)  0.521
Cl (-4.126, -9.626, -1.975)  0.522

Values from the calculation:
**E_tot**: -24384.3329 a.u.
**HOMO**: -8.0 eV
**Molecular weight**: 2156.962 g/mol
**Multiplicity**: 1
**LUMO energy**: -0.025 eV
**Kohn-Sham gap**: 7.97 eV


A structure of composition C26H30Br2GeNO2Re at a distorted geometry, computed with wB97M-V/def2-TZVPD.

Each line ends with the natural charge from an NBO analysis.
Positions of all 63 atoms, in Å:
Re (0.314, 0.494, -1.253)  1.143
Br (-2.112, 1.023, -2.131)  0.277
C (-2.130, 0.165, -3.883)  -0.515
Br (-0.379, 0.014, -4.638)  0.140
H (-2.746, 0.796, -4.512)  0.264
H (-2.531, -0.832, -3.755)  0.246
N (4.378, 0.633, 0.014)  -0.728
C (3.061, 0.609, 0.096)  0.721
O (2.406, 0.358, -0.952)  -0.648
C (2.444, 0.826, 1.457)  -0.506
C (1.079, 1.539, 1.462)  -0.496
H (4.829, 0.433, -0.867)  0.433
H (4.953, 0.818, 0.820)  0.430
H (3.145, 1.365, 2.093)  0.262
H (2.325, -0.175, 1.892)  0.275
H (1.176, 2.578, 1.143)  0.248
H (0.700, 1.531, 2.485)  0.265
C (1.197, 4.290, -2.199)  -0.622
C (1.837, 2.919, -2.232)  0.099
C (2.711, 2.688, -3.445)  -0.629
O (0.751, 1.954, -2.274)  -0.619
H (1.968, 5.058, -2.149)  0.239
H (0.550, 4.399, -1.328)  0.214
H (0.605, 4.460, -3.098)  0.230
H (2.405, 2.754, -1.313)  0.155
H (2.137, 2.823, -4.362)  0.231
H (3.129, 1.680, -3.438)  0.212
H (3.532, 3.405, -3.452)  0.239
C (0.207, 0.781, 0.522)  -0.312
Ge (-0.921, -0.865, 1.068)  1.640
C (0.028, -1.557, 2.585)  -0.414
C (0.942, -2.607, 2.493)  -0.245
C (1.623, -3.033, 3.625)  -0.187
C (1.393, -2.413, 4.847)  -0.171
C (0.475, -1.376, 4.948)  -0.195
C (-0.211, -0.948, 3.819)  -0.223
C (-0.602, -1.800, -0.604)  -0.511
C (-1.660, -2.308, -1.380)  -0.147
C (-1.403, -2.979, -2.553)  -0.201
C (-0.092, -3.099, -3.036)  -0.172
C (0.962, -2.604, -2.304)  -0.174
C (0.735, -1.978, -1.058)  -0.305
C (-2.717, -0.242, 1.331)  -0.522
C (-3.711, -1.162, 1.667)  -0.195
C (-5.018, -0.738, 1.862)  -0.188
C (-5.335, 0.608, 1.737)  -0.167
C (-4.348, 1.533, 1.421)  -0.217
C (-3.044, 1.110, 1.218)  -0.151
H (1.108, -3.118, 1.552)  0.217
H (2.319, -3.858, 3.560)  0.236
H (1.919, -2.751, 5.729)  0.240
H (0.283, -0.912, 5.906)  0.240
H (-0.949, -0.157, 3.904)  0.226
H (-2.681, -2.195, -1.033)  0.234
H (-2.219, -3.423, -3.111)  0.243
H (0.092, -3.610, -3.972)  0.249
H (1.977, -2.734, -2.658)  0.241
H (1.598, -1.868, -0.400)  0.245
H (-3.472, -2.213, 1.788)  0.222
H (-5.783, -1.457, 2.120)  0.239
H (-6.353, 0.938, 1.897)  0.239
H (-4.598, 2.583, 1.343)  0.234
H (-2.281, 1.846, 0.986)  0.193

Values from the calculation:
**E_tot**: -8516.6439 a.u.
**HOMO**: -14.1 eV
**Energy relative to the best compared isomer or geometry (same formula, charge and spin)**: 0.0 kJ/mol
**Molecular weight**: 807.156 g/mol
**Multiplicity**: 1
**LUMO energy**: -7.067 eV
**Kohn-Sham gap**: 6.99 eV
**Charge**: +2


A structure of composition C26H30Br2N4O8PRb, computed with wB97M-V/def2-TZVPD.

Each line ends with the Löwdin charge.
Positions of all 72 atoms, in Å:
Rb (-0.784, -0.048, -0.078)  0.783
O (1.218, 2.927, 2.021)  -0.107
C (0.067, 2.611, 2.795)  -0.233
C (-1.199, 3.273, 2.285)  -0.179
N (-1.649, 2.756, 0.992)  -0.182
C (-1.349, 3.664, -0.106)  -0.119
C (-1.218, 3.033, -1.510)  -0.682
O (-0.480, 3.662, -2.314)  -0.087
O (-1.850, 1.981, -1.759)  -0.155
C (-3.057, 2.378, 1.055)  -0.138
C (-3.339, 1.214, 2.039)  -0.725
O (-4.488, 1.188, 2.526)  -0.063
O (-2.402, 0.394, 2.218)  -0.143
H (1.229, 2.358, 1.231)  0.016
H (0.269, 2.962, 3.812)  0.111
H (-0.106, 1.532, 2.833)  0.110
H (-1.040, 4.362, 2.239)  0.121
H (-1.981, 3.097, 3.029)  0.124
H (-0.405, 4.160, 0.111)  0.093
H (-2.110, 4.465, -0.192)  0.128
H (-3.370, 2.057, 0.060)  0.110
H (-3.689, 3.235, 1.343)  0.118
O (-0.345, -7.485, 2.803)  -0.060
C (0.606, -6.964, 2.190)  -0.698
O (1.766, -7.386, 1.999)  -0.068
C (0.308, -5.576, 1.567)  -0.096
C (-0.933, -4.973, 1.693)  0.044
C (-1.156, -3.729, 1.106)  -0.205
N (-0.216, -3.079, 0.422)  0.128
C (0.978, -3.658, 0.298)  -0.215
C (1.281, -4.896, 0.849)  0.035
C (1.989, -2.898, -0.491)  -0.207
C (3.352, -3.002, -0.206)  -0.014
C (4.256, -2.294, -0.976)  -0.077
C (3.782, -1.501, -2.011)  -0.089
C (2.411, -1.448, -2.210)  -0.162
N (1.533, -2.121, -1.477)  0.118
C (-2.476, -3.040, 1.218)  -0.241
C (-3.193, -3.073, 2.409)  -0.013
C (-4.371, -2.353, 2.502)  -0.058
C (-4.819, -1.656, 1.394)  -0.074
C (-4.053, -1.709, 0.242)  -0.148
N (-2.901, -2.369, 0.145)  0.084
H (-1.709, -5.499, 2.233)  0.116
H (2.244, -5.372, 0.724)  0.110
H (3.681, -3.620, 0.617)  0.111
H (5.317, -2.357, -0.767)  0.100
H (4.451, -0.936, -2.647)  0.095
H (1.987, -0.842, -3.005)  0.062
H (-2.795, -3.606, 3.262)  0.113
H (-4.911, -2.300, 3.438)  0.108
H (-5.696, -1.029, 1.441)  0.100
H (-4.361, -1.165, -0.646)  0.111
Br (0.185, 1.360, -5.963)  0.515
C (-1.058, 1.096, -4.490)  -1.029
Br (-0.914, -0.658, -3.719)  0.631
H (-2.054, 1.205, -4.899)  0.000
H (-0.864, 1.832, -3.713)  -0.044
C (2.354, 2.356, -2.922)  -0.165
P (2.528, 2.492, -1.143)  0.562
C (2.257, 4.227, -0.769)  -0.165
C (4.274, 2.188, -0.773)  -0.167
O (1.666, 1.535, -0.380)  -0.433
H (3.032, 3.043, -3.432)  0.059
H (1.322, 2.627, -3.157)  0.024
H (2.560, 1.334, -3.240)  0.034
H (3.060, 4.831, -1.197)  0.052
H (2.218, 4.356, 0.314)  0.047
H (1.299, 4.505, -1.216)  0.035
H (4.931, 2.839, -1.351)  0.046
H (4.498, 1.144, -0.993)  0.030
H (4.432, 2.361, 0.292)  0.055

Values from the calculation:
**E_tot**: -7343.4581 a.u.
**HOMO**: -3.3 eV
**Energy relative to the best compared isomer or geometry (same formula, charge and spin)**: 1.6 kJ/mol
**Molecular weight**: 802.796 g/mol
**Multiplicity**: 1
**LUMO energy**: 3.494 eV
**Kohn-Sham gap**: 6.81 eV
**Charge**: -2


Among the records above, which one has the highest Kohn-Sham gap? C26H30BCl50P


Number 3 is which compound? C26H30Br2N4O8PRb